This record from the OMol25 dataset describes an isolated ion of composition C4H10N3 and charge +1. The level of theory is wB97M-V/def2-TZVPD.

Structure (ORCA input):
```
! RIJCOSX wB97M-V def2-TZVPD def2/J DEFGRID3
* xyz 1 1
N 2.70 0.10 0.78
N 0.67 -0.99 0.24
N 1.26 0.83 -0.96
C -1.34 -0.01 0.58
C -2.67 0.34 0.04
C 1.61 -0.18 -0.02
C -0.70 -0.84 -0.31
H -0.79 0.43 1.39
H 2.92 -0.78 1.10
H -1.13 -1.26 -1.14
H 0.37 0.73 -1.19
H -2.65 -0.07 -0.90
H -3.45 0.06 0.70
H 0.53 -1.91 0.83
H 1.84 1.45 -1.51
H 3.49 0.51 0.35
H -2.67 1.58 0.02
*
```

Results
orbital gap: 11.04 eV
electronic energy: -322.3545 hartree
structure (SMILES): C/C=C/NC(N)=[NH2+]

---

This record from the OMol25 dataset describes a 2-piece molecular cluster, C4H10N3 overall. The level of theory is wB97M-V/def2-TZVPD.

Structure (ORCA input):
```
! RIJCOSX wB97M-V def2-TZVPD def2/J DEFGRID3
* xyz 1 1
N -2.44 1.04 1.30
N -0.93 0.02 2.75
N 0.62 -0.06 -1.67
C 1.80 -0.59 -2.26
C 2.98 0.05 -2.23
C 0.29 -0.57 -0.55
C -1.92 -0.01 1.90
H 3.89 -0.53 -2.36
H -2.01 1.94 1.43
H 3.07 1.10 -2.00
H -3.09 0.90 0.54
H 1.07 -0.71 0.21
H -2.48 -0.93 1.75
H 1.77 -1.65 -2.51
H -0.41 -0.83 2.92
H -0.48 0.90 2.98
H -0.75 -0.83 -0.32
*
```

Results
orbital gap: 7.35 eV
electronic energy: -322.3428 hartree

---

This record from the OMol25 dataset describes a 2-piece molecular cluster, C4H10N3 overall. The level of theory is wB97M-V/def2-TZVPD.

Structure (ORCA input):
```
! RIJCOSX wB97M-V def2-TZVPD def2/J DEFGRID3
* xyz 1 3
N 3.86 0.01 0.41
N -0.77 -0.91 -1.08
N -3.03 0.25 0.13
C 2.69 -0.10 0.16
C 1.36 -0.09 -0.13
C 0.71 0.86 0.86
C 0.59 -0.78 -1.12
H 1.21 -1.34 -1.80
H -1.19 -1.20 -1.95
H -0.25 0.41 1.15
H 0.42 1.89 0.29
H -1.45 -0.40 -0.57
H -2.88 -0.07 1.05
H 4.52 -0.57 0.93
H -3.33 1.23 0.21
H -3.76 -0.36 -0.24
H 1.29 1.15 1.71
*
```

Results
orbital gap (alpha / beta): 7.52 / 7.18 eV
electronic energy: -322.2848 hartree
⟨S²⟩: 2.007

---

Question: electronic energy of number 3 (C4H10N3)?
Answer: -322.2848 hartree

---

Question: Which of these has the highest electronic energy?
Answer: number 3